No. 1
Computed, not measured: a structure of composition C13H20Br2KO9S2, with ωB97M-V with the def2-TZVPD basis set.

The geometry in XYZ format:
```
47
Properties=species:S:1:pos:R:3
K 0.342 0.108 0.004
C -0.089 -2.957 -1.332
O 0.076 -1.599 -1.692
C 0.900 -1.383 -2.811
C 1.565 -0.008 -2.690
O 0.735 1.025 -2.197
C -0.228 1.563 -3.066
C -1.560 0.832 -3.017
O -2.037 0.836 -1.692
C -3.286 0.194 -1.591
H 0.864 -3.493 -1.385
H -0.817 -3.456 -1.985
H -0.432 -2.973 -0.300
H 0.318 -1.480 -3.741
H 1.706 -2.125 -2.846
H 1.999 0.271 -3.660
H 2.357 -0.085 -1.945
H 0.136 1.581 -4.101
H -0.394 2.587 -2.726
H -1.458 -0.202 -3.372
H -2.272 1.351 -3.678
H -4.040 0.711 -2.200
H -3.585 0.224 -0.546
H -3.218 -0.849 -1.922
O 0.383 -0.215 3.425
S 0.745 -1.473 2.794
O 0.200 -2.625 3.492
O 0.473 -1.511 1.353
C 2.531 -1.632 2.966
C 2.981 -2.690 3.747
C 4.335 -2.869 3.979
C 5.253 -1.978 3.443
C 4.812 -0.931 2.651
C 3.455 -0.758 2.399
S 3.071 0.465 1.139
O 4.152 1.429 1.178
O 1.762 1.052 1.398
O 3.055 -0.357 -0.074
H 2.237 -3.354 4.164
H 4.674 -3.703 4.583
H 6.312 -2.101 3.639
H 5.499 -0.226 2.203
Br -2.419 1.080 2.020
C -0.844 2.135 2.231
Br -0.518 3.151 0.650
H -0.007 1.468 2.421
H -1.007 2.820 3.053
```

- relative energy (zero: lowest compared OMol25 entry of this formula, charge and spin) (kJ/mol) = 160.2
- HOMO energy (eV) = -5.9240
- energy (hartree) = -7728.936447
- multiplicity = 1
- total charge = -1

Mulliken atomic charge list, values in e, 8 entries: 1.55, -0.99, 0.07, -0.62, -0.66, -0.37, -0.69, -0.49



No. 2
Computed, not measured: a structure of composition C23H23PSbY, with ωB97M-V with the def2-TZVPD basis set.

The geometry in XYZ format:
```
49
Properties=species:S:1:pos:R:3
C 1.909 2.518 -3.190
C 2.865 1.826 -2.401
C 2.798 0.442 -2.737
C 1.864 0.291 -3.807
C 1.261 1.552 -4.047
Y -1.601 0.958 -0.206
P -1.058 3.454 -1.340
H 1.701 3.581 -3.170
H 3.543 2.281 -1.680
H 3.352 -0.361 -2.256
H 0.437 1.751 -4.723
H 1.641 -0.629 -4.341
H -1.390 3.692 -2.706
H 0.328 3.734 -1.483
H -1.426 4.730 -0.825
C 0.906 -4.828 3.453
C 1.004 -5.069 2.077
C 1.071 -3.998 1.176
C 1.011 -2.685 1.650
C 0.969 -2.431 3.023
C 0.912 -3.509 3.922
Sb 1.033 -1.113 0.109
C -0.926 -1.241 -0.975
C -1.092 -0.536 -2.182
C -2.327 0.055 -2.491
C -3.414 -0.063 -1.602
C -3.275 -0.868 -0.451
C -2.059 -1.536 -0.191
C 0.284 0.547 1.460
C -0.961 0.615 2.146
C -1.421 1.894 2.565
C -0.531 2.979 2.569
C 0.789 2.814 2.142
C 1.205 1.600 1.591
H 0.833 -5.665 4.151
H 1.031 -6.090 1.699
H 1.159 -4.193 0.106
H 0.969 -1.407 3.405
H 0.871 -3.315 4.994
H -0.267 -0.420 -2.884
H -2.436 0.598 -3.430
H -4.352 0.466 -1.800
H -4.099 -0.982 0.259
H -1.993 -2.236 0.645
H -1.586 -0.275 2.312
H -2.441 2.011 2.952
H -0.842 3.956 2.953
H 1.503 3.633 2.262
H 2.250 1.473 1.296
```

- relative energy (zero: lowest compared OMol25 entry of this formula, charge and spin) (kJ/mol) = 0.0
- HOMO energy (alpha / beta) (eV) = -5.6075 / -5.6075
- energy (hartree) = -1509.927669
- multiplicity = 1
- total charge = 0

Mulliken atomic charge list, values in e, 8 entries: -0.96, -0.75, -0.59, -0.76, -0.54, 0.55, -0.12, 0.82



No. 3
Computed, not measured: a structure of composition C24H35N3O3, with ωB97M-V with the def2-TZVPD basis set.

The geometry in XYZ format:
```
65
Properties=species:S:1:pos:R:3
C 1.352 -5.970 -0.459
C 0.599 -5.085 0.332
H -0.428 -4.938 -0.057
H 0.475 -5.472 1.343
O 1.028 -3.943 0.166
C 0.367 -2.954 1.183
O -0.615 -3.277 2.003
C 1.022 -1.531 0.932
C 0.704 -0.468 1.814
N 1.527 0.531 1.501
C 2.191 0.433 0.430
C 1.900 -0.989 0.005
C 2.597 -2.027 -1.151
H 3.286 -2.521 -0.647
H 3.091 -1.190 -1.840
H 1.712 -2.384 -1.459
C 3.174 1.013 -0.215
C 4.426 0.766 -0.431
C 5.419 1.795 -1.234
C 4.829 2.974 -1.472
C 3.496 3.285 -1.443
C 2.568 2.517 -0.544
H 1.651 2.824 -0.486
H 3.116 4.302 -1.507
H 5.522 3.776 -2.341
H 6.423 1.422 -1.361
H 4.834 -0.323 -0.171
C 1.525 2.008 2.145
H 2.267 2.397 1.951
H 1.618 1.668 3.329
C 0.234 2.803 1.894
O -0.046 3.629 2.515
N -0.509 2.341 0.929
H -0.344 1.325 0.388
C -1.851 2.841 0.616
C -2.946 2.258 1.147
H -3.881 2.631 0.800
H -2.876 1.889 2.446
C -3.099 0.754 0.398
N -3.150 0.996 -0.968
C -4.157 1.362 -1.483
H -4.584 2.449 -0.884
H -4.100 1.645 -2.654
C -5.543 0.420 -1.588
H -5.431 -0.312 -2.218
H -5.632 0.267 -0.606
H -6.232 0.979 -2.052
C -2.437 -0.472 -1.715
C -1.021 -0.359 -1.792
H -0.842 -0.640 -0.637
H -0.556 0.532 -2.042
H -0.692 -1.195 -2.411
H -2.673 -0.173 -2.902
H -2.960 -1.327 -1.254
H -2.116 0.020 0.791
H -3.947 0.282 0.928
H -1.924 2.974 -0.538
H -1.909 3.887 1.161
C -0.103 -0.347 3.118
H -0.574 -1.368 3.427
H -0.735 0.346 2.968
H 0.506 -0.376 4.104
H 0.942 -6.970 -0.613
H 2.169 -6.030 -0.062
H 1.341 -5.699 -1.524
```

- relative energy (zero: lowest compared OMol25 entry of this formula, charge and spin) (kJ/mol) = 2395.1
- HOMO energy (eV) = -7.6835
- energy (hartree) = -1324.661498
- multiplicity = 1
- total charge = 0

Mulliken atomic charge list, values in e, 8 entries: -1.86, 0.02, 0.31, 0.33, -0.15, 0.25, -0.63, 0.21



No. 4
Computed, not measured: a structure of composition C28H55IN4OPS4, with ωB97M-V with the def2-TZVPD basis set.

The geometry in XYZ format:
```
94
Properties=species:S:1:pos:R:3
C -2.715 1.473 3.183
C -1.099 1.424 3.449
C -0.214 2.503 2.592
C -0.714 2.754 1.051
C -0.526 1.412 0.131
C 1.009 1.364 -0.410
C 1.256 0.461 -1.783
N 1.427 1.393 -3.004
C 2.820 0.099 -1.525
C 3.820 1.429 -1.400
N 0.241 -0.661 -2.020
C 0.648 -1.405 -3.299
C -0.064 -2.812 -3.638
C 1.120 -3.946 -4.022
S 0.468 -5.700 -4.072
C 0.395 -1.672 -0.909
C 1.583 -2.773 -0.866
C 2.219 -2.949 0.677
S 0.936 -3.404 1.967
C 1.730 -2.803 3.599
S 2.584 -3.998 4.466
N 1.579 -1.348 3.976
C 2.792 -0.566 3.536
C 2.946 0.929 4.185
O 2.051 1.224 5.313
C 2.171 0.009 6.182
C 1.215 -1.134 5.424
C -1.185 -0.046 -2.129
P -1.673 0.668 -3.851
S -2.082 -0.516 -5.294
C -2.432 -0.948 -1.677
I -4.420 -0.607 -2.536
C -2.784 -1.108 -0.075
C -4.057 -2.178 0.131
C -1.324 1.407 -1.297
N -2.687 1.928 -1.062
C -2.980 3.171 -1.496
C -2.165 4.577 -1.361
C -4.474 3.325 -2.240
H -3.055 0.524 2.543
H -3.118 2.486 2.759
H -3.238 1.317 4.245
H -0.724 0.315 3.212
H -0.934 1.582 4.602
H -0.129 3.543 3.132
H 0.893 2.060 2.547
H -1.836 3.141 1.122
H -0.099 3.686 0.628
H -0.743 0.510 0.842
H 1.355 2.500 -0.545
H 1.662 0.978 0.513
H 1.548 2.382 -2.707
H 2.189 1.051 -3.628
H 2.988 -0.438 -0.471
H 3.352 -0.575 -2.313
H 3.695 2.016 -0.395
H 4.912 0.944 -1.328
H 3.854 2.090 -2.362
H 1.817 -1.660 -3.338
H 0.602 -0.737 -4.287
H -0.736 -2.865 -4.601
H -0.663 -3.352 -2.795
H 1.418 -3.669 -5.145
H 2.091 -3.818 -3.389
H 1.377 -6.460 -4.876
H 0.400 -1.204 0.191
H -0.510 -2.453 -0.815
H 1.250 -3.892 -1.132
H 2.520 -2.604 -1.535
H 2.930 -2.066 0.973
H 2.930 -3.904 0.578
H 2.677 -0.406 2.360
H 3.772 -1.177 3.732
H 2.889 1.807 3.390
H 4.059 0.988 4.615
H 1.767 0.273 7.268
H 3.298 -0.329 6.267
H 1.125 -2.102 6.074
H 0.127 -0.643 5.423
H -0.668 1.578 -4.425
H -2.811 1.596 -3.745
H -2.226 -2.067 -2.050
H -3.146 -0.134 0.458
H -1.924 -1.553 0.581
H -5.087 -1.616 0.280
H -4.080 -3.021 -0.678
H -3.855 -2.726 1.172
H -0.797 2.261 -1.950
H -2.514 5.365 -2.168
H -2.427 5.044 -0.309
H -0.986 4.402 -1.379
H -5.270 3.116 -1.380
H -4.677 4.427 -2.596
H -4.661 2.512 -3.059
```

- HOMO energy (eV) = -10.6055
- energy (hartree) = -3625.075439
- multiplicity = 1
- total charge = +1

Mulliken atomic charge list, values in e, 8 entries: -0.73, 0.19, -0.56, -0.14, 2.49, -1.41, 0.19, -0.12



No. 5
Computed, not measured: the molecule C25H30N2O4, with ωB97M-V with the def2-TZVPD basis set.

The geometry in XYZ format:
```
61
Properties=species:S:1:pos:R:3
C 1.435 -0.306 6.156
N 0.717 0.604 5.278
C -0.231 1.513 5.905
C 0.647 0.425 3.913
C -0.529 0.784 3.188
C -0.602 0.476 1.824
C 0.582 0.272 1.103
C 0.636 0.274 -0.436
C -0.255 1.302 -1.078
C -0.151 1.596 -2.489
C 0.838 1.415 -3.452
C 0.714 2.037 -4.708
C -0.336 2.934 -4.987
C -1.293 3.227 -3.996
C -1.178 2.540 -2.788
N -1.779 2.907 -1.585
C -2.826 3.884 -1.369
C -1.239 2.177 -0.558
C 1.766 -0.021 1.801
C 1.764 -0.094 3.193
H 2.056 -1.012 5.606
H 2.081 0.256 6.838
H 0.721 -0.884 6.757
H -0.508 2.318 5.214
H -1.166 1.025 6.205
H 0.217 1.991 6.777
H -1.366 1.275 3.702
H -1.574 0.471 1.321
H 1.674 0.393 -0.832
H 1.742 0.876 -3.163
H 1.493 1.817 -5.442
H -0.362 3.417 -5.967
H -2.118 3.932 -4.140
H -3.190 4.230 -2.331
H -3.629 3.399 -0.806
H -2.490 4.737 -0.771
H -1.624 2.373 0.451
H 2.694 -0.232 1.260
H 2.655 -0.433 3.734
H 1.458 -1.656 -0.748
C 0.436 -1.225 -0.887
C -0.551 -2.064 -0.036
O -1.751 -1.897 -0.087
O -0.026 -2.930 0.861
C -1.086 -3.488 1.693
C -0.622 -4.715 2.424
C 0.086 -1.490 -2.358
O -0.985 -1.498 -2.909
O 1.219 -1.638 -3.086
C 0.886 -1.698 -4.492
C 2.089 -2.170 -5.246
H -1.380 -2.706 2.409
H -1.916 -3.716 1.022
H -1.463 -5.098 3.017
H -0.337 -5.525 1.748
H 0.187 -4.497 3.132
H 0.018 -2.356 -4.591
H 0.623 -0.678 -4.803
H 1.871 -2.037 -6.311
H 2.980 -1.579 -4.997
H 2.282 -3.234 -5.083
```

- relative energy (zero: lowest compared OMol25 entry of this formula, charge and spin) (kJ/mol) = 217.4
- HOMO energy (eV) = -7.4282
- energy (hartree) = -1381.084113
- multiplicity = 1
- total charge = 0
- SMILES string = CCOC(=O)C(C(=O)OCC)[C@H](c1ccc(N(C)C)cc1)c1cn(C)c2ccccc12

Mulliken atomic charge list, values in e, 8 entries: -0.99, 0.12, -1.16, 1.30, -1.24, -0.46, -0.51, 0.61



No. 6
Computed, not measured: the molecule ClH6NSi2, with ωB97M-V with the def2-TZVPD basis set.

The geometry in XYZ format:
```
10
Properties=species:S:1:pos:R:3
N 0.621 0.888 1.817
Si 0.093 -1.120 -1.097
Si 0.182 0.999 -0.353
Cl 1.817 1.866 -1.060
H 0.079 1.601 2.275
H 0.410 -0.062 2.014
H 0.860 -2.185 -0.238
H -1.098 -1.854 -1.574
H 0.929 -1.077 -2.218
H -1.031 1.707 -0.927
```

- relative energy (zero: lowest compared OMol25 entry of this formula, charge and spin) (kJ/mol) = 196.6
- HOMO energy (eV) = -9.7394
- energy (hartree) = -1097.500129
- multiplicity = 1
- total charge = 0
- SMILES string = N[Si@H]([SiH3])Cl

Mulliken atomic charge list, values in e, 8 entries: -0.67, 0.29, 0.50, -0.20, 0.23, 0.23, -0.07, -0.10



No. 7
Computed, not measured: a structure of composition C5H7NO, with ωB97M-V with the def2-TZVPD basis set.

The geometry in XYZ format:
```
14
Properties=species:S:1:pos:R:3
C 0.778 -1.159 0.307
C -0.569 0.563 0.582
C -1.082 -0.218 -0.557
C 0.373 -0.335 -0.930
C 0.581 1.008 -0.295
H 0.567 -0.437 2.210
H -1.180 1.321 1.033
H -1.626 0.616 -1.079
H -1.751 -1.101 -0.527
H 0.605 -0.710 -1.879
H 0.285 1.903 -0.857
H 1.555 1.180 0.212
N -0.029 -0.533 1.368
O 1.494 -2.099 0.412
```

- relative energy (zero: lowest compared OMol25 entry of this formula, charge and spin) (kJ/mol) = 178.4
- HOMO energy (eV) = -9.3932
- energy (hartree) = -324.656522
- multiplicity = 1
- total charge = 0

Mulliken atomic charge list, values in e, 8 entries: 0.28, -0.36, -0.45, -0.43, -0.46, 0.28, 0.44, 0.28



No. 8
Computed, not measured: a structure of composition C4H4BrCl2NO2S, with ωB97M-V with the def2-TZVPD basis set.

The geometry in XYZ format:
```
15
Properties=species:S:1:pos:R:3
C -0.109 -0.321 -0.130
C 1.142 -0.513 0.631
C 1.810 0.767 0.466
C -2.542 -0.562 -0.450
N -0.216 0.636 -1.023
O -1.143 -1.099 0.127
O 1.544 1.832 -2.307
S 0.999 1.805 -0.985
Cl 2.228 -1.826 -0.130
Cl 1.509 1.562 2.077
Br -3.274 -1.252 1.257
H 1.055 -1.061 1.557
H 2.864 0.655 0.728
H -2.711 0.567 -0.761
H -3.156 -1.189 -1.057
```

- relative energy (zero: lowest compared OMol25 entry of this formula, charge and spin) (kJ/mol) = 0.0
- HOMO energy (eV) = -9.8912
- energy (hartree) = -4252.499964
- multiplicity = 1
- total charge = 0

Mulliken atomic charge list, values in e, 8 entries: 0.58, -0.08, -0.34, -0.30, -0.51, -0.30, -0.52, 0.48



No. 9
Computed, not measured: a structure of composition C55H56Cl2IKN12O7STe, with ωB97M-V with the def2-TZVPD basis set.

The geometry in XYZ format:
```
136
Properties=species:S:1:pos:R:3
K 0.199 0.515 -0.330
Cl 6.887 1.874 -3.112
C 5.403 1.092 -2.605
C 4.204 1.360 -3.292
C 3.046 0.756 -2.892
C 2.973 -0.167 -1.782
O 1.888 -0.669 -1.416
C 4.244 -0.446 -1.137
C 4.388 -1.448 -0.114
N 3.488 -2.259 0.292
C 3.758 -3.391 1.003
C 4.786 -4.250 0.634
C 5.015 -5.458 1.307
C 4.215 -5.852 2.344
C 3.146 -5.025 2.756
C 2.284 -5.357 3.825
C 1.283 -4.500 4.182
C 1.135 -3.293 3.468
N 1.915 -2.957 2.473
C 2.906 -3.789 2.095
C 5.415 0.210 -1.558
H 4.211 2.049 -4.130
H 2.114 0.946 -3.410
H 5.414 -1.543 0.290
H 5.403 -3.974 -0.212
H 5.845 -6.084 1.000
H 4.390 -6.787 2.865
H 2.428 -6.295 4.351
H 0.614 -4.733 5.001
H 0.351 -2.582 3.707
H 6.354 -0.019 -1.064
O -6.347 5.244 -0.099
N -6.521 4.049 -0.403
O -7.668 3.643 -0.685
C -5.456 3.159 -0.444
C -5.741 1.835 -0.853
C -4.766 0.914 -1.086
C -5.014 -0.483 -1.400
C -4.034 -1.228 -1.916
C -2.743 -0.563 -2.273
N -2.402 0.535 -1.394
C -3.364 1.256 -0.936
C -3.080 2.499 -0.204
N -1.836 2.659 0.255
C -1.506 3.785 0.856
C -2.408 4.830 1.022
C -3.703 4.677 0.577
C -4.101 3.476 -0.042
H -6.778 1.576 -1.015
H -5.988 -0.900 -1.166
H -4.162 -2.284 -2.094
H -2.808 -0.159 -3.293
H -0.483 3.853 1.213
H -2.102 5.749 1.506
H -4.423 5.467 0.697
C -0.570 2.845 5.941
N 0.240 3.093 4.770
C 1.377 3.974 5.007
C 2.413 3.508 3.991
N 2.023 2.137 3.757
C 2.714 1.406 2.716
C 0.655 2.016 3.953
N -0.048 1.091 3.448
C -1.483 1.065 3.595
C -2.113 0.232 2.477
N -1.839 -1.175 2.600
C -2.740 -2.020 2.866
N -2.495 -3.394 2.883
C -1.289 -3.903 2.258
C -3.739 -4.091 2.626
C -4.794 -3.103 3.123
N -4.111 -1.817 3.122
C -4.508 -0.914 4.179
H -0.871 3.806 6.360
H -0.023 2.281 6.712
H -1.466 2.290 5.681
H 1.754 3.861 6.033
H 1.083 5.016 4.863
H 3.434 3.568 4.373
H 2.353 4.102 3.067
H 2.821 2.000 1.805
H 3.702 1.113 3.080
H 2.156 0.507 2.478
H -1.900 2.081 3.524
H -1.779 0.638 4.565
H -1.633 0.587 1.571
H -3.185 0.460 2.400
H -1.539 -4.549 1.416
H -0.701 -3.061 1.897
H -0.693 -4.473 2.975
H -3.769 -5.044 3.158
H -3.861 -4.293 1.552
H -5.137 -3.363 4.134
H -5.666 -3.060 2.467
H -4.418 -1.383 5.173
H -5.548 -0.618 4.030
H -3.886 -0.025 4.164
Te -0.920 -1.764 -2.399
C -1.725 -3.749 -2.191
C -2.855 -4.405 -2.598
C -2.836 -5.810 -2.376
C -1.671 -6.237 -1.823
S -0.600 -4.913 -1.557
H -3.690 -3.918 -3.081
H -3.653 -6.470 -2.634
H -1.366 -7.244 -1.584
N 1.647 3.449 -1.853
C 2.170 3.109 -0.684
O 1.556 2.585 0.245
C 3.657 3.374 -0.448
I 4.525 4.990 -1.540
H 0.690 3.165 -2.136
H 2.250 3.723 -2.609
H 4.219 2.481 -0.718
H 3.810 3.595 0.603
C 1.989 -0.940 -6.212
C 2.308 0.516 -6.375
C 3.580 0.970 -6.676
C 3.843 2.331 -6.747
Cl 5.454 2.879 -7.133
C 2.851 3.255 -6.495
C 1.566 2.813 -6.205
C 1.278 1.454 -6.177
O 0.048 0.930 -6.017
C -0.930 1.684 -5.315
C -0.569 1.726 -3.804
O -0.616 2.852 -3.266
O -0.215 0.631 -3.320
H 2.895 -1.545 -6.213
H 1.324 -1.283 -7.007
H 1.457 -1.087 -5.269
H 4.381 0.262 -6.846
H 3.071 4.313 -6.528
H 0.797 3.546 -6.002
H -1.864 1.139 -5.456
H -1.044 2.695 -5.708
```

- HOMO energy (eV) = -2.1338
- energy (hartree) = -5797.492745
- multiplicity = 1
- total charge = -2

Mulliken atomic charge list, values in e, 8 entries: 0.47, -0.31, -0.72, -0.33, 0.68, -1.48, -0.65, 1.51



The max |F| results, record by record, are as follows: 3.670 2.397 18.959 5.839 2.118 5.114 4.188 3.392 1.177 eV/Å.